DFT (the ωB97M-V functional and the def2-TZVPD basis) results for 3 unconnected molecules or ions with the total composition C32H77BCl2N6O2P2S.

**SMILES**: CCCCCCCCCCCCCCB(CSCC)[C@H](Cl)[C@H](C)Cl.CN(C)P(=O)(N(C)C)N(C)C.CN(C)P(=O)(N(C)C)N(C)C
**Spin multiplicity**: 1

Positions of all 123 atoms, in Å:
C1 8.32 0.63 2.09
H1 -2.68 -4.72 -0.88
C2 0.30 2.94 -1.34
H2 -4.49 -0.31 -5.45
C3 1.80 6.07 -0.22
H3 -0.67 2.82 -1.89
C4 3.87 5.68 1.39
C5 -5.41 0.28 -5.42
H4 -1.69 -7.66 3.12
H5 -0.20 -9.33 -1.33
H6 -0.40 4.84 5.49
H7 2.57 7.43 1.32
P1 -5.46 0.24 -2.60
H8 1.46 6.83 -0.98
H9 3.10 4.86 -1.63
C6 5.18 6.41 1.88
C7 -0.48 1.44 2.47
H10 -3.62 -5.85 0.15
H11 3.26 5.43 2.31
C8 -2.87 -5.06 0.15
H12 -3.19 1.16 -4.56
C9 -2.37 -7.60 -1.84
B1 0.14 1.55 0.96
H13 -5.18 1.33 -5.58
H14 -2.68 -9.87 1.54
H15 -2.45 3.14 3.88
C10 2.63 -1.27 1.75
Cl1 -0.19 -1.20 0.76
O1 -6.47 1.31 -2.16
H16 0.02 0.57 2.97
Cl2 2.85 1.45 2.10
H17 -2.25 -7.69 -2.92
H18 -0.20 -8.42 -2.84
C11 -0.03 2.95 0.20
H19 0.14 5.15 -1.85
H20 8.72 -0.41 2.19
H21 2.38 3.93 -0.27
H22 6.20 0.60 2.79
P2 -0.77 -6.92 0.44
H23 -2.88 -0.84 -1.47
H24 -3.03 2.71 -1.44
H25 -7.53 1.66 -4.48
H26 -1.75 3.90 6.20
C12 6.26 1.69 0.88
C13 6.35 5.44 2.28
H27 -3.34 -4.23 0.69
H28 -3.09 -2.50 -1.94
N1 -1.65 -5.47 0.82
H29 -8.15 0.27 -3.56
N2 -6.15 0.07 -4.18
N3 -2.15 -7.87 1.03
H30 6.43 2.82 2.83
C14 -1.47 4.54 5.33
H31 -5.91 -2.65 -2.56
H32 1.01 0.25 -0.72
H33 3.07 0.11 0.13
C15 -3.64 -1.58 -1.74
H34 -2.37 2.19 -3.45
H35 0.56 3.71 0.79
N4 -4.11 1.33 -2.65
C16 -1.56 3.83 3.94
H36 -3.35 -8.19 2.76
H37 -0.94 -9.54 1.62
C17 5.99 2.95 1.80
H38 -2.08 5.48 5.34
C18 -0.10 -8.32 -1.76
H39 -1.59 1.28 2.46
H40 6.10 4.51 0.27
H41 -5.99 -0.08 -6.28
N5 -1.08 -7.39 -1.20
H42 -1.46 -3.52 1.64
H43 -2.25 0.45 -3.25
H44 7.71 4.15 0.98
C19 0.89 4.33 -1.84
C20 2.36 0.09 0.99
C21 0.91 0.25 0.39
H45 -4.59 2.25 -0.80
N6 -4.42 -1.16 -2.93
H46 3.69 7.28 -0.12
C22 -1.86 -9.32 1.07
H47 5.28 1.43 0.41
H48 6.46 -0.46 1.35
H49 -4.49 -3.22 -3.46
C23 -5.17 -2.38 -3.32
H50 -1.73 4.61 3.15
H51 2.81 -2.06 0.99
H52 -2.88 -8.51 -1.50
H53 0.92 -7.98 -1.57
H54 -4.28 -1.73 -0.87
C24 -0.86 -4.27 1.11
H55 -3.06 -6.77 -1.70
H56 6.17 4.96 3.27
C25 -2.54 -7.54 2.43
H57 7.27 6.08 2.37
O2 0.53 -6.18 0.12
H58 -1.11 3.27 0.32
H59 4.89 7.00 2.79
H60 1.03 2.17 -1.66
C26 -2.94 1.26 -3.51
H61 -7.95 0.13 -5.28
H62 -1.76 -9.75 0.07
H63 3.60 -1.13 2.30
C27 -3.72 1.87 -1.34
C28 6.63 4.29 1.23
C29 2.17 4.76 -1.01
H64 1.23 4.20 -2.91
H65 -3.24 1.12 -0.71
H66 -0.48 -3.81 0.19
H67 8.77 1.04 1.14
C30 6.76 0.51 1.83
H68 4.05 4.71 0.87
H69 1.87 -1.53 2.52
H70 0.91 5.90 0.44
H71 -0.02 -4.50 1.77
S1 0.01 2.93 3.49
H72 -5.69 -2.27 -4.27
H73 4.89 3.11 1.94
H74 8.53 1.27 2.97
H75 7.01 1.93 0.09
H76 5.53 7.14 1.11
H77 -2.92 -6.53 2.53
C31 -7.51 0.57 -4.38
C32 3.00 6.72 0.58

DFT (the ωB97M-V functional and the def2-TZVPD basis) results for a molecular structure, C32H78AsF6N8O4.

**Spin multiplicity**: 1
**Total charge**: +5

Positions of all 129 atoms, in Å:
C1 4.57 0.10 -6.49
C2 6.82 -2.56 1.67
H1 5.98 -2.92 1.08
H2 8.71 1.16 -2.40
H3 0.24 2.85 -6.18
H4 9.38 -1.33 -5.87
H5 3.12 3.54 -0.28
H6 4.26 -0.24 -7.48
C3 -1.23 0.64 -7.29
C4 6.60 0.33 -5.10
C5 6.53 6.69 -0.14
H7 5.70 -2.04 -6.20
H8 -0.54 -1.01 -5.00
H9 0.21 0.28 1.15
H10 6.30 1.91 -7.24
H11 4.11 -0.51 -5.72
H12 -3.27 -4.15 2.11
H13 2.02 -0.53 2.80
F1 4.49 -1.18 -2.79
H14 3.12 4.82 -1.49
O1 7.53 5.95 -0.83
C6 0.68 1.87 -6.32
H15 4.43 5.26 1.80
H16 14.53 -1.82 -2.55
C7 14.59 -0.81 0.09
H17 0.33 -1.30 0.33
H18 14.23 -1.25 1.02
C8 9.76 0.97 -2.15
H19 2.14 -1.28 -7.98
O2 6.93 0.33 4.36
H20 10.37 1.51 -2.87
C9 -1.26 1.35 -4.97
H21 5.05 6.28 -1.64
H22 5.58 4.00 -2.04
F2 4.11 -1.69 -0.43
C10 10.11 -0.49 -2.03
N1 6.06 -0.02 -6.45
H23 6.74 6.79 0.92
F3 5.81 0.79 -2.14
H24 1.99 -2.04 1.99
H25 5.87 -3.84 4.61
C11 6.23 -3.88 3.59
F4 3.55 0.55 -1.22
H26 9.79 1.54 -1.21
C12 5.18 -1.69 3.22
C13 7.93 -0.47 3.74
C14 13.60 -1.44 -2.17
F5 5.51 0.28 0.19
C15 5.06 4.56 1.26
C16 -3.21 -3.60 3.04
O3 8.51 -1.67 -5.64
N2 13.50 -0.88 -0.92
N3 11.56 -0.69 -1.85
H27 8.04 -0.19 2.68
H28 9.61 -0.98 -1.18
H29 8.91 -0.29 4.18
H30 7.74 -3.02 -6.96
C17 0.22 -0.47 -5.56
H31 9.78 -1.07 -2.89
H32 6.12 4.69 1.42
H33 2.66 -0.61 1.17
C18 6.63 0.90 -7.49
H34 5.35 -0.77 2.67
H35 2.81 5.22 0.24
C19 6.37 -1.46 -6.85
C20 5.16 6.23 -0.56
H36 1.55 1.65 -5.71
H37 -0.66 1.43 -4.07
C21 5.61 3.78 -0.98
H38 5.55 -4.38 2.91
C22 -1.73 -1.78 4.01
N4 -2.15 -2.59 2.98
H39 -4.18 -3.13 3.17
N5 -0.38 0.82 -6.07
H40 -0.01 -0.38 3.98
H41 5.95 -1.63 -7.84
H42 4.42 -2.27 2.70
H43 15.42 -1.40 -0.28
H44 8.37 -1.58 -7.70
H45 -2.12 0.69 -4.81
H46 4.98 -1.42 4.25
H47 7.08 -1.56 1.33
C23 -0.71 -1.05 3.53
H48 -1.64 -2.72 0.92
H49 6.63 3.82 -0.62
N6 4.81 4.78 -0.21
H50 6.53 -0.44 -4.34
C24 7.80 -1.93 -6.84
F6 6.37 -1.47 -1.30
C25 0.44 -0.78 1.28
H51 7.73 -3.15 1.57
H52 7.18 -4.40 3.54
C26 12.26 -0.48 -0.73
C27 0.72 -1.36 -6.66
H53 -0.61 0.57 -8.18
N7 6.45 -2.47 3.12
H54 -3.04 -4.26 3.88
H55 -1.94 1.45 -7.36
H56 7.71 0.82 -7.46
H57 6.55 7.73 -0.52
H58 7.44 -2.21 4.97
H59 7.62 0.65 -5.25
H60 6.08 1.22 -4.75
H61 1.15 -2.30 -6.30
H62 -0.14 -1.76 -7.22
H63 0.90 1.84 -7.39
H64 8.46 -2.49 3.59
C28 12.39 -1.31 -2.76
H65 4.77 3.54 1.50
H66 7.07 1.26 4.14
H67 6.25 0.61 -8.46
H68 4.45 6.83 0.00
H69 5.15 2.81 -0.80
H70 -1.76 -0.31 -7.23
C29 1.85 -0.97 1.81
H71 -1.66 2.31 -5.29
H72 8.37 6.41 -0.72
H73 14.86 0.23 0.20
H74 11.83 -0.06 0.16
As1 4.96 -0.47 -1.29
H75 -2.26 -1.78 4.95
C30 -1.46 -2.30 1.90
N8 -0.54 -1.38 2.20
H76 0.97 -0.19 -4.81
C31 3.35 4.59 -0.45
O4 1.60 -0.64 -7.51
H77 4.33 1.16 -6.42
C32 7.59 -1.92 3.94
H78 12.03 -1.67 -3.70

DFT (the ωB97M-V functional and the def2-TZVPD basis) results for 11 unconnected molecules or ions with the total composition C32H78Cl8O14.

**SMILES**: COCCOC.COCCOC.COCCOC.COCCOC.COCCOC.COCCOC.COCCOC.ClCCl.ClCCl.ClCCl.ClCCl
**Spin multiplicity**: 1

Positions of all 132 atoms, in Å:
H1 -21.11 7.74 -1.58
H2 -19.02 7.92 4.88
H3 -22.71 7.23 -0.67
H4 -19.79 11.87 3.09
H5 -20.04 3.87 0.47
C1 -21.86 4.86 -0.28
H6 -30.73 7.45 5.63
H7 -25.75 5.19 1.90
C2 -25.46 0.77 0.82
H8 -24.19 6.06 3.62
H9 -19.57 7.28 6.36
C3 -25.47 6.11 1.30
H10 -20.85 4.04 3.49
H11 -29.82 11.81 6.24
H12 -26.83 6.82 5.93
C4 -21.36 5.44 5.10
C5 -23.54 8.09 3.20
C6 -18.74 11.67 3.11
O1 -20.67 6.57 4.59
O2 -23.34 13.24 5.98
C7 -29.48 11.29 5.34
C8 -24.54 15.10 2.28
H13 -20.93 1.69 -2.79
H14 -26.29 8.15 -4.34
H15 -32.56 7.85 5.45
H16 -23.11 8.10 4.22
C9 -26.72 5.94 -4.50
H17 -27.78 5.96 -4.25
H18 -31.81 7.40 8.96
Cl1 -24.42 2.10 1.54
H19 -22.75 15.24 5.77
C10 -31.72 7.19 7.91
C11 -22.64 14.19 5.34
C12 -19.44 7.20 1.50
H20 -18.51 3.01 3.55
H21 -30.84 6.51 7.81
H22 -21.57 13.93 5.48
C13 -23.64 6.62 2.83
C14 -25.81 8.14 -1.65
C15 -21.43 2.18 -1.94
O3 -24.13 15.08 3.62
Cl2 -26.24 1.16 -0.72
H23 -21.88 11.89 6.66
O4 -21.10 5.93 -0.77
H24 -22.43 5.62 4.85
H25 -19.66 1.90 4.24
C16 -27.57 3.13 6.12
C17 -24.75 13.16 5.91
C18 -31.53 8.21 5.88
H26 -22.34 5.11 0.64
H27 -24.76 8.13 -1.80
H28 -18.81 6.10 5.26
O5 -24.13 6.41 1.46
C19 -28.06 8.23 7.42
H29 -25.66 5.86 0.27
H30 -19.66 6.60 2.38
C20 -25.09 4.27 -4.78
H31 -27.07 7.86 7.84
H32 -24.03 15.81 1.67
H33 -28.80 8.54 8.16
C21 -19.44 6.99 5.31
H34 -20.46 10.81 6.92
H35 -26.97 2.91 5.23
H36 -22.08 14.94 3.49
H37 -24.63 5.11 -5.22
H38 -27.93 9.08 6.76
C22 -24.71 10.03 3.76
H39 -28.18 7.31 4.86
H40 -27.13 2.54 6.96
H41 -26.25 9.12 -1.96
C23 -21.84 6.92 -1.35
H42 -27.75 5.16 4.48
O6 -20.61 3.20 -1.43
C24 -31.09 9.49 5.20
H43 -22.17 6.63 -2.36
H44 -26.67 6.04 -5.59
H45 -21.75 2.85 0.28
H46 -25.38 3.60 -5.57
H47 -28.60 2.86 5.85
H48 -24.97 7.13 -4.12
H49 -24.30 10.16 4.74
Cl3 -18.16 12.35 4.71
H50 -31.17 9.40 4.09
H51 -25.08 13.30 4.84
C25 -20.79 4.09 4.60
H52 -24.38 14.16 1.78
H53 -29.32 5.00 5.57
H54 -26.04 7.80 -0.66
C26 -22.95 14.38 3.85
H55 -24.07 10.67 3.01
H56 -21.49 3.35 4.99
O7 -31.49 8.43 7.23
O8 -26.22 4.71 -4.07
H57 -26.11 6.92 1.74
H58 -25.18 13.92 6.59
H59 -32.61 6.59 7.59
C27 -27.91 6.68 5.76
H60 -21.65 1.47 -1.22
H61 -22.86 8.57 2.47
Cl4 -18.12 12.74 1.77
C28 -26.04 7.18 -3.83
Cl5 -20.47 8.59 1.46
O9 -27.52 4.49 6.47
C29 -28.20 5.28 5.50
H62 -21.41 5.45 6.25
H63 -22.67 4.69 -1.08
O10 -19.52 3.87 5.09
H64 -18.11 2.31 5.14
O11 -24.79 8.70 3.24
H65 -18.39 10.71 3.07
H66 -26.17 0.54 1.62
H67 -23.05 13.40 3.28
H68 -25.74 10.39 3.66
O12 -26.38 7.15 -2.48
H69 -24.49 3.70 -4.08
H70 -24.80 -0.08 0.65
H71 -31.73 10.36 5.53
C30 -21.48 10.91 6.64
O13 -28.74 7.14 6.83
O14 -29.74 9.88 5.46
H72 -29.92 11.79 4.42
H73 -25.60 15.30 2.28
Cl6 -21.35 10.17 4.96
H74 -22.61 6.17 2.88
H75 -28.38 11.30 5.37
C31 -21.02 3.65 -0.16
H76 -19.47 6.65 0.58
Cl7 -17.75 7.82 1.81
H77 -22.39 2.56 -2.29
C32 -18.92 2.68 4.45
H78 -25.11 12.18 6.26
Cl8 -22.44 9.89 7.73

no.,orbital gap (eV)
1,7.62
2,10.31
3,9.81